Arrangement w

Formula: C21H31N3O4
Source: the OMol25 dataset
Level of theory: the ωB97M-V functional and the def2-TZVPD basis

Computed properties:
E_HOMO = -7.58 eV
frontier orbital gap = 8.1 eV

CARTESIAN COORDINATES (ANGSTROEM)
C -3.993 0.710 -2.694
O -2.646 1.130 -2.868
C -2.387 1.828 -3.986
O -3.230 2.090 -4.803
C -0.939 2.238 -4.088
C -0.062 1.708 -2.960
C 1.371 2.205 -3.118
O 1.701 2.932 -4.036
N 2.263 1.767 -2.197
C 3.606 2.314 -2.196
C 3.774 3.287 -1.029
C 3.416 2.605 0.290
C 1.996 2.024 0.214
N 1.585 1.511 1.500
C 0.188 1.600 1.858
C -0.627 0.362 1.464
N -0.026 -0.811 2.065
C -0.826 -1.937 2.275
C -2.029 -1.803 2.979
C -2.818 -2.895 3.255
C -2.435 -4.175 2.852
O -3.290 -5.190 3.183
C -2.944 -6.499 2.811
C -1.241 -4.323 2.163
C -0.455 -3.218 1.876
C 1.341 -0.987 1.629
C 2.151 0.274 1.986
C 1.952 1.046 -0.986
H -4.313 0.103 -3.542
H -4.014 0.129 -1.776
H -4.653 1.576 -2.616
H -0.558 1.901 -5.055
H -0.899 3.329 -4.114
H -0.459 2.048 -2.001
H -0.074 0.617 -2.971
H 3.758 2.820 -3.150
H 4.320 1.488 -2.107
H 4.803 3.647 -1.001
H 3.118 4.145 -1.189
H 3.467 3.316 1.115
H 4.133 1.807 0.491
H 1.316 2.852 -0.019
H -0.249 2.494 1.410
H 0.141 1.701 2.949
H -1.652 0.475 1.815
H -0.658 0.263 0.365
H -2.339 -0.832 3.332
H -3.743 -2.785 3.799
H -2.000 -6.813 3.269
H -2.870 -6.603 1.723
H -3.750 -7.134 3.177
H -0.904 -5.293 1.832
H 0.457 -3.376 1.322
H 1.776 -1.831 2.167
H 1.402 -1.189 0.547
H 3.172 0.167 1.622
H 2.184 0.346 3.080
H 0.978 0.569 -1.064
H 2.712 0.268 -0.853

Arrangement x

Formula: C21H31N3O4
Source: the OMol25 dataset
Level of theory: the ωB97M-V functional and the def2-TZVPD basis

Computed properties:
E_HOMO = -8.96 eV
frontier orbital gap = 9.6 eV

CARTESIAN COORDINATES (ANGSTROEM)
C -0.266 -5.605 -0.598
C 0.684 -4.640 0.079
O 1.457 -4.955 0.960
N 0.617 -3.381 -0.410
C 1.320 -2.288 0.211
C 0.493 -1.020 0.028
O -0.542 -1.078 -0.623
N 0.948 0.123 0.576
C 2.233 0.192 1.250
C 3.322 0.637 0.323
C 4.186 1.691 0.371
C 4.985 1.606 -0.797
C 4.544 0.511 -1.469
O 3.541 -0.084 -0.800
C 0.148 1.355 0.354
C -1.244 1.028 0.964
O -1.345 0.928 2.171
N -2.281 0.927 0.120
C -3.591 0.498 0.569
C -3.824 -1.000 0.268
C -5.014 -1.064 -0.695
C -5.032 0.309 -1.362
C -4.683 1.246 -0.209
C 0.199 1.714 -1.140
C -0.537 3.009 -1.476
C -0.009 4.163 -0.633
C -0.129 3.807 0.844
C 0.679 2.549 1.157
H -0.076 -6.611 -0.236
H -0.130 -5.574 -1.676
H -1.293 -5.330 -0.367
H -0.145 -3.092 -1.012
H 1.460 -2.535 1.270
H 2.304 -2.154 -0.256
H 2.172 0.882 2.090
H 2.475 -0.793 1.654
H 4.258 2.429 1.144
H 5.772 2.270 -1.088
H 4.846 0.065 -2.395
H -2.083 0.753 -0.853
H -3.625 0.711 1.639
H -2.925 -1.405 -0.197
H -4.010 -1.564 1.180
H -5.941 -1.209 -0.138
H -4.919 -1.876 -1.414
H -4.265 0.361 -2.137
H -5.994 0.543 -1.815
H -5.556 1.385 0.430
H -4.341 2.225 -0.540
H -0.188 0.891 -1.742
H 1.255 1.834 -1.401
H -1.606 2.899 -1.288
H -0.403 3.227 -2.538
H -0.572 5.072 -0.848
H 1.039 4.350 -0.878
H 0.242 4.628 1.459
H -1.177 3.643 1.101
H 0.589 2.330 2.222
H 1.723 2.737 0.904

Result of the stability comparison: arrangement w is the least stable of them.

Arrangement w

Formula: C2H9N2O2S
Source: the OMol25 dataset
Level of theory: the ωB97M-V functional and the def2-TZVPD basis

Computed properties:
total charge = +1
E_HOMO = -14.21 eV
frontier orbital gap = 10.3 eV

CARTESIAN COORDINATES (ANGSTROEM)
C 0.521 -0.806 1.417
C 0.247 0.517 0.840
N -0.034 0.230 -1.541
N 0.971 1.593 0.841
O -1.951 -1.034 -0.450
O -2.459 0.301 -2.388
S -1.361 -0.655 -1.727
H 0.349 -0.860 2.537
H -0.227 -1.507 0.934
H -0.813 0.739 0.557
H 1.530 -1.154 1.147
H 0.616 -0.010 -2.276
H 1.979 1.576 1.058
H 0.519 2.379 0.289
H -2.364 1.250 -2.372
H -1.200 -1.738 -2.657

Arrangement x

Formula: C2H9N2O2S
Source: the OMol25 dataset
Level of theory: the ωB97M-V functional and the def2-TZVPD basis

Computed properties:
total charge = +1
E_HOMO = -14.91 eV
frontier orbital gap = 11.2 eV

CARTESIAN COORDINATES (ANGSTROEM)
C -1.639 -0.091 1.040
C -2.026 -0.329 -0.316
N 1.100 -0.018 -0.956
N -1.386 -0.075 -1.385
O 1.276 0.467 1.506
O 3.072 -0.829 0.351
S 2.005 0.403 0.249
H -0.521 -0.153 1.132
H -1.764 1.047 1.193
H -3.105 -0.695 -0.417
H -2.199 -0.647 1.761
H 1.356 0.392 -1.890
H -0.323 0.260 -1.279
H -1.830 -0.151 -2.252
H 3.226 -1.087 1.277
H 2.759 1.508 -0.014

Result of the stability comparison: arrangement w is the least stable of them.

Arrangement w

Formula: C3H7FO3
Source: the OMol25 dataset
Level of theory: the ωB97M-V functional and the def2-TZVPD basis

Computed properties:
E_HOMO = -9.25 eV
frontier orbital gap = 10.0 eV

CARTESIAN COORDINATES (ANGSTROEM)
C -1.519 -0.754 0.076
C -0.522 0.385 -0.371
C 1.292 -0.228 -0.394
O -0.440 1.478 0.524
O 1.543 -1.246 0.569
O 1.972 0.929 -0.231
F -2.790 -0.254 -0.143
H -1.325 -1.639 -0.649
H -1.320 -1.112 1.159
H -0.486 0.684 -1.404
H 1.288 -0.692 -1.354
H -1.372 1.772 0.727
H 2.184 -0.760 1.059
H 1.494 1.438 0.433

Arrangement x

Formula: C3H7FO3
Source: the OMol25 dataset
Level of theory: the ωB97M-V functional and the def2-TZVPD basis

Computed properties:
E_HOMO = -10.87 eV
frontier orbital gap = 11.6 eV

CARTESIAN COORDINATES (ANGSTROEM)
C 1.616 0.278 -0.124
C 0.475 -0.593 0.366
F 0.612 -1.924 -0.083
C -1.022 -0.194 -0.055
O -1.748 -1.282 -0.078
O -1.225 0.359 -1.281
O -1.460 0.707 0.872
H 2.100 -0.152 -1.060
H 2.522 0.104 0.581
H 1.320 1.313 -0.507
H 0.595 -0.667 1.476
H -2.126 -1.578 0.771
H -0.788 -0.159 -1.937
H -2.242 1.078 0.510

Result of the stability comparison: arrangement w is the least stable of them.

Arrangement w

Formula: C17H13F6N7O10RuS3
Source: the OMol25 dataset
Level of theory: the ωB97M-V functional and the def2-TZVPD basis

Computed properties:
spin multiplicity = 6
<S²> = 8.76
total charge = +1
E_HOMO (alpha / beta) = -12.42 / -13.10 eV
frontier orbital gap (alpha / beta) = 8.2 / 7.8 eV

CARTESIAN COORDINATES (ANGSTROEM)
Ru -0.089 -0.275 0.868
C -3.160 2.658 2.784
C -2.260 1.830 1.929
N -1.188 1.242 2.295
N -0.777 1.270 3.595
C 0.382 0.674 3.950
N 0.668 0.687 5.249
S 1.465 -0.019 2.855
C -2.617 1.632 0.494
C -3.668 2.305 -0.096
C -3.930 2.077 -1.445
C -3.136 1.195 -2.146
C -2.106 0.551 -1.475
N -1.859 0.761 -0.189
H -2.820 2.775 3.809
H -4.160 2.222 2.804
H -3.239 3.659 2.359
H -1.419 1.594 4.303
H 0.049 1.070 5.946
H 1.504 0.225 5.567
H -4.278 2.998 0.463
H -4.748 2.591 -1.930
H -3.304 0.986 -3.192
H -1.469 -0.166 -1.977
F -0.257 -4.966 2.804
C -0.134 -3.655 2.859
F 0.752 -3.254 1.942
F 0.298 -3.287 4.059
S -1.777 -2.858 2.548
O -1.447 -1.435 2.354
O -2.571 -3.183 3.676
N -2.315 -3.498 1.225
S -2.055 -2.838 -0.175
O -3.183 -2.159 -0.725
O -0.762 -2.121 -0.252
C -1.744 -4.322 -1.222
F -1.507 -3.896 -2.457
F -0.692 -4.984 -0.768
F -2.812 -5.098 -1.209
O 0.932 1.341 -0.478
C 1.728 0.444 -0.852
O 1.629 -0.724 -0.337
C 2.754 0.700 -1.888
C 3.664 -0.293 -2.228
C 4.597 -0.014 -3.206
C 4.659 1.200 -3.862
C 3.730 2.155 -3.495
C 2.780 1.938 -2.520
N 3.752 3.466 -4.183
O 4.665 3.670 -4.948
O 2.933 4.285 -3.823
N 5.575 -1.066 -3.574
O 5.496 -2.120 -2.981
O 6.347 -0.810 -4.468
H 3.649 -1.260 -1.748
H 5.397 1.390 -4.627
H 2.076 2.714 -2.261

Arrangement x

Formula: C17H13F6N7O10RuS3
Source: the OMol25 dataset
Level of theory: the ωB97M-V functional and the def2-TZVPD basis

Computed properties:
spin multiplicity = 6
<S²> = 8.76
total charge = +1
E_HOMO (alpha / beta) = -12.38 / -12.87 eV
frontier orbital gap (alpha / beta) = 8.1 / 7.3 eV

CARTESIAN COORDINATES (ANGSTROEM)
Ru -0.068 0.029 1.049
C 3.303 1.669 3.685
C 2.008 1.368 3.006
N 1.578 0.208 2.706
N 2.280 -0.927 2.978
C 1.638 -2.107 2.798
N 2.349 -3.206 2.997
S -0.005 -2.180 2.384
C 1.076 2.469 2.624
C 1.415 3.794 2.775
C 0.494 4.767 2.401
C -0.735 4.380 1.911
C -1.000 3.025 1.784
N -0.118 2.085 2.128
H 3.725 0.800 4.184
H 3.166 2.440 4.441
H 4.026 2.037 2.951
H 3.275 -0.883 3.148
H 3.328 -3.196 3.235
H 1.905 -4.100 2.857
H 2.380 4.078 3.168
H 0.745 5.815 2.495
H -1.481 5.103 1.614
H -1.946 2.678 1.391
F 3.740 2.753 -1.867
C 3.235 2.152 -0.813
F 2.365 2.963 -0.202
F 4.208 1.869 0.057
S 2.411 0.587 -1.288
O 1.931 0.133 0.040
O 3.414 -0.213 -1.893
N 1.292 0.967 -2.295
S -0.193 1.380 -2.024
O -1.142 0.599 -2.738
O -0.438 1.606 -0.580
C -0.297 3.069 -2.741
F -1.461 3.593 -2.369
F 0.688 3.838 -2.296
F -0.237 2.981 -4.054
O -1.966 -0.910 0.432
C -1.416 -1.503 -0.557
O -0.189 -1.305 -0.761
C -2.204 -2.403 -1.417
C -3.589 -2.375 -1.345
C -4.300 -3.228 -2.161
C -3.693 -4.112 -3.029
C -2.313 -4.115 -3.054
C -1.548 -3.274 -2.276
N -1.625 -5.069 -3.953
O -0.423 -5.171 -3.830
O -2.299 -5.638 -4.779
N -5.778 -3.196 -2.095
O -6.382 -3.912 -2.859
O -6.279 -2.442 -1.289
H -4.107 -1.706 -0.674
H -4.272 -4.770 -3.659
H -0.470 -3.295 -2.339

Result of the stability comparison: arrangement x is the least stable of them.

Arrangement w

Formula: C2H2NO3
Source: the OMol25 dataset
Level of theory: the ωB97M-V functional and the def2-TZVPD basis

Computed properties:
total charge = -1
E_HOMO (alpha / beta) = -4.04 / -3.82 eV
frontier orbital gap (alpha / beta) = 7.7 / 7.3 eV

CARTESIAN COORDINATES (ANGSTROEM)
C -0.905 -0.866 1.118
C 0.299 1.129 -0.601
N 0.871 -0.243 -0.287
O -0.539 1.451 0.243
O 2.059 -0.560 -0.309
O 0.705 1.601 -1.641
H -1.694 -0.447 0.596
H -0.796 -2.064 0.881

Arrangement x

Formula: C2H2NO3
Source: the OMol25 dataset
Level of theory: the ωB97M-V functional and the def2-TZVPD basis

Computed properties:
total charge = -1
E_HOMO = -4.97 eV
frontier orbital gap = 9.3 eV

CARTESIAN COORDINATES (ANGSTROEM)
O 0.845 -2.506 -0.509
C 0.622 -1.438 0.126
N 0.317 -0.321 -0.469
C -0.440 1.110 0.185
O -0.828 1.216 1.350
O -0.509 2.055 -0.639
H 0.614 -1.545 1.264
H 0.008 -0.368 -1.471

Result of the stability comparison: arrangement w is the least stable of them.